(1)
A 2-piece molecular cluster, C3H10NO2 overall in a non-equilibrium geometry. Source: the Open Molecules 2025 dataset; level of theory: the ωB97M-V functional and the def2-TZVPD basis.

Results
Spin multiplicity   2
Max |F|   4.31 eV/Å
HOMO (alpha / beta)   -9.89 / -9.81 eV
Charge   0
ΔE to the lowest compared entry with this formula, charge and spin   1.3507 eV
⟨S²⟩   0.758
E_tot   -8854.465 eV

Element x y z (Å)
C  -1.524315  -0.614395  0.956954
N  -0.323064  -1.307885  0.675484
C  0.964864  -0.570845  0.966070
O  1.043832  0.452768  0.077072
C  -1.542399  0.605680  0.098414
H  -2.314241  -1.276504  0.720503
H  -1.658429  -0.477448  2.014530
H  -0.168949  -1.327569  -0.290862
H  1.792549  -1.283121  0.905121
H  1.030920  -0.162536  2.040854
H  -1.074533  0.454102  -0.857265
H  -1.026167  1.309209  0.688781
H  -2.525411  0.969936  -0.079074
H  0.815848  1.844920  -2.511346
H  1.185628  0.693934  -1.284110
O  1.308084  1.033186  -2.352591

Cartesian forces (eV/Å) of the 6 atoms listed first:
C -0.145 -0.190 -0.471
N 2.676 0.186 1.650
C 0.905 0.238 2.789
O -0.110 -0.468 1.130
C -1.311 0.466 0.353
H -0.963 -0.913 -0.612

---

(2)
C4H8KO2 as an isolated structure. Source: the Open Molecules 2025 dataset; level of theory: the ωB97M-V functional and the def2-TZVPD basis.

Results
Max |F|   0.63 eV/Å
HOMO   -11.69 eV
Charge   +1
E_tot   -24691.282 eV

Element x y z (Å)
O  0.736290  -0.253690  3.545909
O  1.317950  1.758279  1.629669
C  -0.267300  0.263470  2.679099
C  0.052490  1.688599  2.277569
C  2.001739  -0.184010  2.898019
C  2.321539  1.241120  2.496489
H  -0.353880  -0.372510  1.777169
H  -1.228760  0.206300  3.224789
H  0.047150  2.342709  3.170629
H  -0.698580  2.083499  1.566649
H  2.007079  -0.838120  2.004959
H  2.752809  -0.578900  3.608939
H  3.282989  1.298280  1.950789
H  2.408119  1.877099  3.398419
K  2.190869  4.009489  -2.816049

Cartesian forces (eV/Å) of the 6 atoms listed first:
O 0.080 0.201 -0.418
O 0.008 0.052 0.021
C -0.482 -0.317 0.192
C -0.467 0.413 -0.077
C 0.283 -0.467 0.266
C 0.594 0.204 0.025